Record 1
C10H29AgClNO7 | wB97M-V/def2-TZVPD

Summary:
- Charge: +1
- HOMO (spin up / spin down): -0.3981 / -0.3981 Ha
- E: -43170.639 eV
- Multiplicity: 2
- ⟨S²⟩: 0.75

Geometry as XYZ:
```
49
Properties=species:S:1:pos:R:3:forces:R:3
Ag 6.55355 2.05086 1.63341 -0.2 0.5 0.4
Cl 2.57432 0.80860 1.91087 0.1 0.0 0.0
C 0.60387 -4.98250 -2.69721 0.7 0.0 -1.1
C -0.61289 -4.06345 -2.81676 1.9 -0.3 0.6
C -1.74647 -4.74403 -3.47691 -2.3 -1.4 -0.4
O -1.42057 -5.10261 -4.81728 1.3 0.2 0.7
C -2.43509 -5.59885 -5.64407 -0.5 1.4 0.0
N -0.88778 -3.54693 -1.47562 -1.0 0.3 -0.1
H 1.46641 -4.41215 -2.35249 0.1 0.1 0.1
H 0.85541 -5.32604 -3.70061 0.1 0.0 -0.1
H 0.56611 -5.90054 -2.11080 -0.7 0.3 0.4
H -0.34423 -3.26782 -3.51167 0.3 0.2 -0.1
H -2.67099 -4.16938 -3.42112 -0.1 0.9 -0.5
H -2.12157 -5.62341 -2.95337 0.6 -0.6 0.4
H -2.92570 -6.51212 -5.30742 0.3 -0.2 0.0
H -2.03632 -5.64502 -6.65746 0.2 -0.6 0.2
H -3.17260 -4.79934 -5.71464 -0.7 -0.1 0.0
H -0.06119 -3.15100 -1.05126 0.4 -0.4 -0.1
H -1.48316 -2.73524 -1.55804 -0.5 0.1 0.1
C -0.43308 3.12832 -2.93505 -1.0 0.1 -0.5
C -1.21603 3.88301 -4.02093 -0.3 0.1 0.7
O -0.36889 3.88661 -5.13818 0.3 0.1 -0.7
O -1.03558 3.24410 -1.64286 0.6 0.1 -0.4
H 0.59374 3.49404 -2.93878 0.0 0.1 0.0
H -0.44497 2.08170 -3.23921 0.3 -0.2 0.0
H -1.51909 4.89224 -3.74212 0.5 0.2 0.4
H -2.17363 3.41365 -4.24632 0.0 -0.5 0.0
H -0.53796 4.67637 -5.65710 0.0 -0.1 -0.1
H -0.29275 3.04318 -1.06889 -0.3 0.0 0.5
C -3.24724 -1.52675 4.76244 0.9 -0.4 -0.3
C -4.68172 -1.34844 5.16766 -1.2 -1.2 0.4
O -4.91970 -0.14779 5.78508 0.0 3.0 0.6
O -2.95155 -0.59256 3.73322 -0.2 0.4 0.0
H -2.94654 -2.50436 4.38566 -0.7 -0.5 0.1
H -2.58562 -1.38441 5.61690 -0.1 0.4 0.4
H -5.11186 -1.99140 5.93556 0.8 -1.6 -0.6
H -5.38343 -1.40886 4.33577 0.4 -0.1 -0.4
H -4.84086 -0.24313 6.73707 0.1 0.1 -0.1
H -2.03703 -0.70656 3.46442 0.0 0.0 0.0
C 4.97508 5.68388 3.52855 -0.2 -1.5 0.1
C 5.66958 5.16567 4.74118 1.6 -0.2 1.5
O 6.30050 3.85290 4.69125 -0.7 0.0 -1.4
O 5.79325 5.44607 2.39256 0.1 0.0 -0.3
H 4.80172 6.74346 3.71650 -0.2 -0.1 -0.2
H 4.04422 5.12135 3.45682 -0.4 0.3 -0.5
H 4.98766 5.10742 5.58953 -0.1 0.6 0.0
H 6.48933 5.86513 4.90503 0.0 0.1 0.5
H 6.58946 3.62268 5.57731 -0.1 0.1 0.1
H 5.78187 6.22344 1.82938 0.0 0.0 -0.1
```
Positions in Å, forces in eV/Å.

=====

Record 2
C10H29BF3N3O4P2 | wB97M-V/def2-TZVPD

Summary:
- Charge: 0
- HOMO: -0.2800 Ha
- E: -50904.835 eV

Geometry as XYZ:
```
52
Properties=species:S:1:pos:R:3:forces:R:3
C -0.62108 2.95527 4.09027 0.3 -0.3 0.1
B -0.16568 1.70016 3.28388 -0.1 0.3 0.2
O -0.89788 0.56579 3.42440 0.2 0.1 -0.1
P 1.42319 1.65394 2.16011 -0.2 0.2 -0.7
C 0.43208 1.34867 0.47708 0.2 0.0 0.6
O 0.93459 0.15387 -0.14106 0.1 -0.1 -0.6
C 0.52424 -0.08404 -1.39948 0.0 -0.4 0.0
F 0.68429 0.98598 -2.21727 -0.1 -0.6 0.3
F -0.80620 -0.41542 -1.44568 0.9 0.2 -0.1
F 1.23846 -1.11559 -1.89597 -0.7 0.8 0.3
C 2.21691 3.22780 1.56201 -0.5 -0.4 -0.1
C 3.22850 3.15776 0.40598 0.3 0.4 0.3
O 3.99756 4.36343 0.52086 0.1 -0.1 0.3
C 4.19281 1.97729 0.41331 0.2 -0.2 -0.5
N 4.01316 1.06072 -0.72226 0.0 0.1 0.2
P 2.72555 1.74533 4.09392 0.9 -0.2 0.1
N 4.26614 1.49022 3.77687 -0.6 0.0 -0.1
H -1.37974 3.49547 3.53343 -0.2 0.2 -0.2
H -1.08469 2.62767 5.01542 -0.2 -0.1 0.2
H 0.17445 3.64295 4.34266 0.2 0.3 -0.1
H -0.59291 -0.13506 2.84734 -0.1 -0.5 -0.1
H 2.03671 0.38589 1.98178 0.1 0.0 0.0
H -0.61289 1.18921 0.72393 -0.3 0.1 -0.1
H 0.52983 2.20673 -0.17306 0.0 0.1 -0.4
H 1.37962 3.84851 1.25483 -0.2 0.2 -0.1
H 2.69993 3.75126 2.37453 0.2 -0.1 0.3
H 2.70689 3.21141 -0.54365 -0.2 -0.3 -0.3
H 3.74862 4.96369 -0.17409 -0.1 0.3 -0.3
H 4.17434 1.44397 1.35491 -0.1 -0.1 0.3
H 5.18083 2.41058 0.33784 0.3 0.2 0.1
H 3.27297 1.36578 -1.33138 -0.1 0.0 -0.2
H 3.78228 0.13322 -0.41136 -0.1 -0.2 0.0
H 2.49213 3.00224 4.72090 -0.2 -0.1 0.2
H 2.18271 0.79558 5.00260 -0.2 0.3 0.1
H 4.60113 0.70286 4.31275 0.3 -0.1 0.1
C -5.42939 -3.12818 -3.98651 0.0 0.1 0.0
O -4.56224 -2.43278 -3.11190 -0.1 0.0 -0.1
C -4.03412 -3.19558 -2.04662 0.1 0.0 0.2
C -2.78677 -4.01730 -2.40014 0.0 0.0 -0.2
C -3.08553 -5.27255 -3.21308 0.0 -0.1 0.0
N -1.77255 -3.22421 -3.09809 -0.1 0.1 0.1
H -6.02911 -3.86854 -3.44896 0.0 0.0 0.0
H -4.88082 -3.62214 -4.79216 0.0 -0.1 0.0
H -6.09965 -2.39486 -4.43349 0.0 0.0 0.0
H -3.75402 -2.46670 -1.28148 0.0 0.0 0.0
H -4.81685 -3.83465 -1.61584 0.0 -0.1 0.0
H -2.35169 -4.34010 -1.44940 0.0 0.0 0.1
H -3.30177 -5.03756 -4.25480 0.0 0.1 0.0
H -2.22152 -5.93557 -3.20684 0.0 0.0 0.0
H -3.93586 -5.81966 -2.80106 0.0 0.0 0.0
H -1.49798 -2.44512 -2.50828 0.1 0.0 0.0
H -2.22262 -2.78576 -3.89637 0.0 0.0 -0.1
```
Positions in Å, forces in eV/Å.

=====

Record 3
C10H29BrMnNO5 | wB97M-V/def2-TZVPD

Summary:
- Charge: +1
- HOMO (spin up / spin down): -0.4157 / -0.4153 Ha
- E: -123907.128 eV
- Multiplicity: 6
- ⟨S²⟩: 8.77

Geometry as XYZ:
```
47
Properties=species:S:1:pos:R:3:forces:R:3
Mn 1.32361 1.53497 3.75657 -1.6 3.9 7.1
Br 1.80146 0.69116 2.03495 7.3 -12.4 9.1
C 2.41250 3.22831 0.46097 1.8 0.9 -1.4
O 1.75279 2.99248 1.66756 -0.8 4.4 0.5
H 2.13444 2.65363 -0.42249 -0.8 -0.4 0.4
H 2.32644 4.26271 0.12824 0.0 0.1 0.5
H 3.46443 2.96290 0.56627 0.3 0.4 0.1
H 1.55723 2.05476 1.73105 -0.7 5.9 -1.9
C -0.23343 -2.42621 -2.39103 -0.6 0.0 0.5
C -1.14511 -1.64455 -1.38591 -0.6 -1.2 -1.0
C -1.32582 -2.58048 -0.13548 0.7 2.4 1.5
C -2.18090 -1.78519 0.95119 1.1 -1.1 -0.8
C -1.59150 -0.40725 1.27178 -0.1 0.2 -0.5
C -1.17114 0.54491 0.09732 -1.2 -1.3 -1.3
N -0.49598 -0.32236 -0.99668 -2.6 0.0 0.3
O -0.19451 0.44684 -2.14223 -0.7 0.0 0.4
C -2.43413 1.29736 -0.42677 -0.4 0.2 -1.0
C -0.17243 1.54646 0.66712 -2.6 -0.6 -2.3
C -2.52428 -1.54350 -2.06822 0.3 0.1 0.0
H 0.57072 -2.96956 -1.89484 0.4 0.4 0.0
H 0.10777 -1.85252 -3.25275 0.1 0.1 0.3
H -0.87155 -3.22094 -2.77743 0.0 0.0 -0.1
H -1.56185 -3.63093 -0.30563 -0.8 0.4 -0.5
H -0.34882 -2.68674 0.33598 0.1 -0.2 0.0
H -2.08990 -2.29686 1.90932 -0.5 -0.4 -0.1
H -3.22068 -1.73610 0.62784 0.0 0.1 0.3
H -0.73866 -0.51705 1.94164 0.2 -0.4 0.0
H -2.33340 0.06686 1.91435 -0.1 0.5 -0.2
H -2.68169 1.09002 -1.46784 0.5 -0.4 -0.1
H -3.38299 1.08307 0.06501 0.3 -0.3 0.5
H -2.37266 2.38481 -0.46895 0.5 0.1 0.5
H 0.21048 2.17770 -0.13476 -0.4 0.4 0.4
H -0.77760 1.97288 1.46715 0.4 1.0 0.1
H 0.65666 1.02712 1.14776 -5.5 1.6 -4.2
H -2.83866 -2.53547 -2.39265 0.1 -0.1 0.1
H -2.43433 -0.95517 -2.98138 -0.3 0.3 0.2
H -3.28998 -1.19040 -1.37748 0.0 0.3 -0.4
H 0.76441 0.49226 -2.14327 0.4 -0.1 0.0
O 4.57135 0.57207 1.84342 1.0 0.1 0.6
H 4.50500 0.80463 0.91728 0.0 -0.1 -0.5
H 3.66618 0.56531 2.15462 1.5 -0.2 0.1
O 2.75239 0.39380 -0.26861 2.6 1.8 -2.7
H 2.36262 0.66958 0.56100 1.6 -0.1 -3.8
H 2.82478 -0.55784 -0.19514 -0.2 -0.3 -0.2
O 1.21433 -1.07254 0.38424 0.8 -3.5 1.8
H 1.08369 -0.37563 1.02727 -1.5 -3.0 -1.9
H 0.34864 -1.20938 -0.00057 0.2 0.2 -0.7
```
Positions in Å, forces in eV/Å.

=====

Record 4
C10H29O4P | wB97M-V/def2-TZVPD

Summary:
- Charge: 0
- HOMO: -0.3067 Ha
- E: -28314.485 eV

Geometry as XYZ:
```
44
Properties=species:S:1:pos:R:3:forces:R:3
C -2.24117 2.56926 0.95939 0.6 0.0 0.0
C -1.06992 2.36398 0.28354 -1.3 -0.2 -0.4
P -0.65225 0.63317 -0.07344 0.9 0.0 -1.9
H -2.31650 2.98852 1.96121 -0.2 1.5 -0.6
H -3.16202 2.23179 0.48764 0.1 -1.5 0.9
H -0.39609 3.13438 -0.06995 0.9 0.0 1.5
H -0.68713 -0.07206 1.14684 -0.9 0.4 0.1
H -1.79575 0.15896 -0.76261 -0.1 -0.2 0.4
C 0.36857 -1.14634 5.50043 -0.1 0.0 0.0
C 0.01096 -1.13099 4.02660 0.1 0.2 0.1
O -0.76052 0.02014 3.68251 -0.1 -0.1 0.0
H -0.53515 -1.12523 6.11001 0.0 0.0 0.0
H 0.94351 -2.03743 5.75514 0.0 0.0 0.0
H 0.96086 -0.26653 5.76303 0.1 0.0 0.0
H -0.59443 -1.99879 3.76992 0.0 0.0 -0.1
H 0.91900 -1.15368 3.41462 0.0 -0.1 0.0
H -0.23380 0.79728 3.89122 0.0 0.0 0.0
C -1.85820 4.57139 -3.65617 0.0 0.0 -0.1
C -3.05571 3.64436 -3.56167 0.2 -0.1 0.2
O -2.66905 2.27604 -3.64165 -0.1 0.0 -0.1
H -1.32228 4.40384 -4.59069 0.0 0.0 0.0
H -2.16536 5.61728 -3.60991 0.0 0.0 0.0
H -1.15844 4.37992 -2.83890 0.0 0.0 0.0
H -3.74426 3.82237 -4.38619 0.0 -0.1 0.0
H -3.59413 3.81425 -2.62240 -0.1 0.1 -0.1
H -2.06918 2.10230 -2.90973 0.0 0.0 0.0
C 0.03370 -3.08518 -2.95363 0.1 0.1 0.0
C 0.20205 -3.87846 -1.67209 -0.2 0.2 -0.1
O 0.23882 -3.02224 -0.52958 0.2 -0.1 0.1
H 0.84852 -2.36942 -3.06525 0.0 0.0 0.0
H 0.02214 -3.74336 -3.82328 0.0 0.0 0.0
H -0.89997 -2.51748 -2.93746 0.0 -0.1 0.0
H 1.14237 -4.42703 -1.68183 0.0 0.0 0.1
H -0.61596 -4.59703 -1.55749 0.1 -0.1 0.0
H -0.59084 -2.53749 -0.50204 0.0 0.1 0.0
C 3.60200 -0.65413 1.27932 0.0 0.0 0.1
C 3.87775 -1.19200 -0.11085 -0.3 -0.1 0.1
O 3.58177 -2.58206 -0.18471 0.1 0.0 0.0
H 4.19544 -1.19156 2.02018 0.0 0.0 0.0
H 3.83578 0.41007 1.34728 0.0 0.0 0.0
H 2.54921 -0.79673 1.53602 0.0 0.1 0.0
H 4.92982 -1.07414 -0.36786 0.0 -0.1 0.0
H 3.27929 -0.65425 -0.85442 0.1 0.1 0.0
H 2.64653 -2.68568 0.02890 -0.1 0.0 -0.1
```
Positions in Å, forces in eV/Å.